Record 1
Molecular formula: HNO2S
Method: DFT, the ωB97M-V functional and the def2-TZVPD basis

The geometry in XYZ format:
```
5
Properties=species:S:1:pos:R:3:forces:R:3:mulliken_charge:R:1
N -0.271298 0.609654 -0.198578 -1.00 1.46 -0.54 -0.454
S -1.560467 0.623435 0.580464 3.39 -2.27 -0.59 0.991
O -2.414414 1.733727 0.445190 -0.59 0.44 0.17 -0.395
O -1.766279 -0.502693 1.438489 -1.19 0.49 0.30 -0.435
H 0.342200 -0.198763 -0.244599 -0.60 -0.12 0.65 0.293
```
Forces are in eV/Å.

Values from the calculation:
* orbital gap: 11.14 eV
* charge: 0
* lowest unoccupied orbital energy: -0.30 eV
* multiplicity: 1
* E_tot: -16434.509 eV
* ΔE to the lowest compared entry with this formula, charge and spin: 8.9 kJ/mol
* structure (SMILES): N=S(=O)=O

---

Record 2
Molecular formula: C15H35FNO5S
Method: DFT, the ωB97M-V functional and the def2-TZVPD basis

The geometry in XYZ format:
```
58
Properties=species:S:1:pos:R:3:forces:R:3:mulliken_charge:R:1
C 4.369374 1.021718 0.094666 -0.27 -0.23 0.07 -0.935
N 4.272188 0.060544 -1.002209 0.25 1.24 -0.52 0.353
C 5.597416 -0.363083 -1.534867 -0.06 -0.69 0.37 -0.911
C 3.358229 0.318837 -2.005659 -0.15 -0.69 -0.11 0.422
O 3.129324 -0.465880 -2.895596 0.22 0.29 0.01 -0.521
C 2.656949 1.685854 -2.108215 0.14 -0.05 0.14 -0.990
S 1.318379 2.118030 -0.973568 -0.26 0.35 -0.31 -0.001
C 0.518707 0.639512 -0.310916 -0.46 -0.50 0.45 0.202
C 0.208786 -0.460165 -1.350428 0.31 -0.18 0.32 -0.554
C 0.984175 -1.740075 -1.009534 0.07 0.00 -0.01 -0.459
F 1.066821 -2.544103 -2.130094 -0.11 0.15 0.23 -0.341
H 4.625769 2.037776 -0.231597 0.17 -0.07 0.06 0.387
H 3.425246 1.051433 0.648006 0.13 -0.04 0.02 -0.041
H 5.120911 0.662766 0.795133 0.00 0.12 -0.04 0.479
H 5.826783 -1.378269 -1.204512 0.00 0.09 -0.11 0.296
H 6.368942 0.301637 -1.140495 -0.11 0.03 -0.11 0.358
H 5.597437 -0.339088 -2.624665 -0.03 -0.02 0.15 0.355
H 3.386332 2.499728 -2.034861 -0.19 0.02 0.10 0.590
H 2.202276 1.735438 -3.098972 0.02 -0.12 0.14 0.480
H 2.009770 2.560199 0.088112 0.04 -0.15 0.08 0.255
H -0.422810 1.034013 0.084574 0.19 0.14 -0.04 0.588
H 1.063853 0.250936 0.555907 0.14 0.13 -0.21 -0.252
H -0.859651 -0.667004 -1.273556 0.01 0.14 -0.41 0.352
H 0.469708 -0.172240 -2.372753 -0.15 -0.01 0.07 0.445
H 0.471203 -2.301736 -0.222490 0.02 0.04 -0.08 0.145
H 2.000437 -1.522136 -0.659176 -0.06 -0.03 -0.17 0.273
C -4.089157 -1.066018 -2.657753 0.00 -0.05 0.04 -0.878
O -3.191162 -0.085848 -2.151457 0.06 0.04 0.00 -0.223
C -3.011603 1.014652 -3.028671 0.09 -0.04 0.11 -0.310
C -3.811985 2.224242 -2.595916 -0.10 0.07 -0.10 -0.636
O -5.200126 1.993504 -2.699094 0.02 -0.08 0.03 -0.369
C -5.834269 1.716056 -1.462468 -0.01 0.02 -0.01 -0.693
H -4.302939 -1.759763 -1.847274 0.03 0.00 0.01 0.256
H -5.022257 -0.612284 -2.995224 0.00 0.01 0.00 0.361
H -3.633394 -1.617463 -3.485513 -0.02 0.02 -0.02 0.336
H -3.279643 0.737099 -4.051774 0.00 0.01 -0.01 0.375
H -1.944667 1.274910 -3.020237 0.00 0.01 -0.03 0.236
H -3.564991 3.062578 -3.255516 0.03 0.00 0.02 0.382
H -3.541952 2.507322 -1.571812 0.01 -0.01 0.01 0.328
H -5.887698 2.616942 -0.842700 0.02 -0.01 0.02 0.325
H -5.314673 0.928228 -0.911020 0.00 0.00 0.01 0.285
H -6.845749 1.384507 -1.685737 -0.01 0.03 -0.02 0.249
C -0.834889 -0.872269 5.899607 -0.02 -0.05 0.04 -0.664
O -0.281523 -2.047180 5.331895 0.07 0.11 -0.07 -0.371
C -0.859308 -2.414959 4.094751 0.03 -0.09 0.13 -0.805
C 0.042107 -2.053672 2.936232 -0.12 0.02 -0.08 -0.256
O 0.191286 -0.640430 2.798215 0.16 0.01 -0.16 -0.282
C 1.407375 -0.158363 3.341645 -0.06 0.04 0.02 -0.871
H -0.205593 -0.593348 6.742104 0.00 -0.03 0.01 0.246
H -0.858290 -0.048148 5.181356 -0.01 0.00 0.00 0.256
H -1.849206 -1.057764 6.265315 -0.01 0.03 -0.02 0.337
H -1.841253 -1.948172 3.969699 0.00 0.01 -0.02 0.381
H -0.998530 -3.499831 4.099663 -0.02 0.00 -0.02 0.399
H -0.401100 -2.432138 2.009909 -0.01 0.01 0.02 0.256
H 1.020554 -2.525757 3.064886 0.01 0.00 0.00 0.389
H 2.262081 -0.449704 2.714903 0.02 -0.04 0.04 0.318
H 1.572715 -0.531378 4.353382 0.02 0.00 0.00 0.440
H 1.343285 0.929807 3.376366 -0.01 0.01 -0.01 0.229
```
Forces are in eV/Å.

Values from the calculation:
* orbital gap: 8.22 eV
* charge: +1
* lowest unoccupied orbital energy: -3.31 eV
* multiplicity: 1
* E_tot: -41392.576 eV

---

Record 3
Molecular formula: C5H4F3NO
Method: DFT, the ωB97M-V functional and the def2-TZVPD basis

The geometry in XYZ format:
```
14
Properties=species:S:1:pos:R:3:forces:R:3:mulliken_charge:R:1
F -3.907087 -0.148079 0.179396 0.39 -0.66 -0.66 -0.215
C -2.632860 -0.477704 -0.030588 -0.88 -0.97 0.85 0.406
F -2.412427 -1.798923 -0.054480 -0.46 1.75 0.14 -0.179
C -1.724092 0.478883 -0.020581 1.90 -0.36 -0.16 0.259
F -2.042119 1.747975 -0.146781 -0.92 1.02 0.30 -0.248
C -0.277282 0.261627 0.053718 0.93 -2.74 -1.12 0.413
N 0.244857 -0.920380 -0.133972 -2.58 1.90 -0.63 -0.481
C 1.649080 -0.781179 0.077260 -0.43 0.62 -0.35 -0.358
C 1.854838 0.704071 -0.076855 1.24 1.59 1.08 -0.315
O 0.563239 1.313224 0.249794 -0.07 -0.82 -0.30 -0.356
H 2.275819 -1.231303 -0.659174 0.20 -1.05 -0.35 0.275
H 1.670418 -1.265862 1.032238 1.56 0.14 0.95 0.292
H 2.596800 1.107488 0.649409 -0.50 -0.05 -0.66 0.253
H 2.140821 1.010160 -1.119380 -0.38 -0.38 0.90 0.254
```
Forces are in eV/Å.

Values from the calculation:
* orbital gap: 9.89 eV
* charge: 0
* lowest unoccupied orbital energy: 0.66 eV
* multiplicity: 1
* E_tot: -16937.589 eV
* ΔE to the lowest compared entry with this formula, charge and spin: 149.5 kJ/mol
* structure (SMILES): FC(F)=C(F)C1=NCCO1

---

Record 4
Molecular formula: C5H6ClNO2
Method: DFT, the ωB97M-V functional and the def2-TZVPD basis

The geometry in XYZ format:
```
15
Properties=species:S:1:pos:R:3:forces:R:3:mulliken_charge:R:1
C 0.372320 -2.383116 -0.883376 -2.26 -0.53 0.71 -0.588
O 0.452707 -1.014506 -0.550706 0.55 1.86 0.24 -0.326
C -0.709962 -0.373845 -0.843487 -0.86 0.18 -0.57 0.642
O -1.684178 -0.973048 -1.222446 0.22 0.93 0.25 -0.552
C -0.571784 1.126493 -0.593810 0.53 1.82 0.40 0.265
Cl -2.063440 2.560895 -0.783666 1.90 -2.77 0.24 -0.262
N 0.743072 1.818463 -0.844922 -0.26 -0.66 1.42 -0.544
C 0.456216 1.551577 0.366314 -1.78 -0.01 -2.17 0.552
C 0.531275 1.470068 1.831869 -0.31 -0.19 -0.65 -0.879
H -0.363031 -2.773726 -0.139624 0.64 -0.46 -0.66 0.267
H 1.303003 -2.931213 -0.827077 0.30 0.54 -0.12 0.227
H -0.156902 -2.354463 -1.832968 0.48 -1.06 -0.30 0.289
H 1.267862 0.666399 2.006888 -0.78 -0.14 0.37 0.275
H -0.576863 1.252604 2.063405 2.14 0.34 0.62 0.291
H 0.999704 2.357416 2.253603 -0.51 0.15 0.23 0.343
```
Forces are in eV/Å.

Values from the calculation:
* orbital gap: 10.46 eV
* charge: 0
* lowest unoccupied orbital energy: 0.20 eV
* multiplicity: 1
* E_tot: -23386.577 eV
* ΔE to the lowest compared entry with this formula, charge and spin: 167.7 kJ/mol
* structure (SMILES): COC(=O)[C@]1(Cl)N=C1C

---

Record 5
Molecular formula: C4H5N3
Method: DFT, the ωB97M-V functional and the def2-TZVPD basis

The geometry in XYZ format:
```
12
Properties=species:S:1:pos:R:3:forces:R:3:mulliken_charge:R:1
C 0.224614 0.949068 1.331524 -0.05 0.06 0.18 -0.870
N 0.545069 0.684528 -0.067082 0.11 -0.09 -0.02 -0.397
C -0.378276 -0.254658 -0.663908 -0.14 0.02 -0.05 0.490
C -0.222737 -0.327626 -2.130968 0.08 -0.07 -1.05 -0.074
N -0.144314 -0.384742 -3.282136 -0.03 0.07 1.18 -0.372
C -0.312245 -1.623529 -0.077408 0.08 -0.90 0.49 0.146
N -0.221693 -2.646817 0.452752 -0.09 1.00 -0.53 -0.389
H -0.765659 1.414848 1.382149 0.14 -0.05 0.02 0.294
H 0.948415 1.660203 1.734674 -0.08 -0.11 -0.07 0.320
H 0.217599 0.049034 1.966088 0.03 0.13 -0.10 0.330
H 1.500424 0.354634 -0.167905 -0.12 0.04 -0.03 0.307
H -1.391198 0.125057 -0.477780 0.08 -0.10 -0.03 0.215
```
Forces are in eV/Å.

Values from the calculation:
* orbital gap: 11.14 eV
* charge: 0
* lowest unoccupied orbital energy: 0.57 eV
* multiplicity: 1
* E_tot: -8697.938 eV
* ΔE to the lowest compared entry with this formula, charge and spin: 180.8 kJ/mol
* structure (SMILES): CNC(C#N)C#N

---

Record 6
Molecular formula: C8H8MnN2O3Se
Method: DFT, the ωB97M-V functional and the def2-TZVPD basis

The geometry in XYZ format:
```
23
Properties=species:S:1:pos:R:3:forces:R:3:lowdin_spin:R:1
O 0.678245 2.775652 -3.484248 -0.68 -7.00 1.54 0.153
C 0.532447 1.636349 -3.173213 1.93 12.67 -4.42 0.109
Mn 0.141293 0.182336 -2.251548 -1.71 0.91 5.02 3.645
C 1.630852 -0.714731 -2.598334 9.09 -5.49 -2.96 0.132
C -0.958728 -0.909691 -3.135822 -9.23 -7.26 -3.52 0.107
O 2.530053 -1.240849 -3.129552 -4.09 2.41 2.37 0.169
O -1.864568 -1.610656 -3.415617 5.10 3.65 1.14 0.126
C 1.678461 1.551176 0.653768 0.48 0.26 0.01 0.016
N 0.747536 0.581988 1.223358 -0.72 -0.29 -0.10 0.024
C 0.986320 -0.203362 2.346742 -0.62 0.13 -0.63 0.016
C -0.118603 -0.975779 2.542101 -0.20 0.55 -0.89 0.021
N -1.025150 -0.653057 1.534609 0.64 0.64 -0.18 0.018
C -2.347744 -1.237566 1.338433 -0.50 -0.28 0.12 0.010
C -0.494550 0.308946 0.733875 0.75 -0.90 1.53 0.051
Se -1.380566 1.098453 -0.731100 -0.33 0.21 0.39 0.379
H 1.223594 2.077617 -0.191216 -0.07 -0.16 0.25 0.011
H 2.582538 1.036226 0.308955 -0.15 0.12 0.17 0.001
H 1.943365 2.304370 1.402716 -0.02 -0.21 -0.12 0.001
H 1.906571 -0.154341 2.899619 0.08 0.07 0.02 0.001
H -0.331355 -1.719995 3.288140 -0.06 -0.04 0.04 0.001
H -2.259498 -2.312813 1.154731 0.01 0.21 0.14 0.001
H -2.976501 -1.044629 2.213124 0.19 -0.12 -0.13 0.000
H -2.824015 -0.775647 0.470489 0.12 -0.08 0.19 0.007
```
Forces are in eV/Å.

Values from the calculation:
* orbital gap (alpha / beta): 8.64 / 5.50 eV
* charge: +2
* lowest unoccupied orbital energy (alpha / beta): -7.95 / -11.28 eV
* multiplicity: 6
* E_tot: -114194.205 eV
* ΔE to the lowest compared entry with this formula, charge and spin: 0.0 kJ/mol

---

Record 7
Molecular formula: C4H11N2O
Method: DFT, the ωB97M-V functional and the def2-TZVPD basis

The geometry in XYZ format:
```
18
Properties=species:S:1:pos:R:3:forces:R:3:mulliken_charge:R:1
C -1.797813 -1.271444 -0.041191 -0.84 -0.02 -0.35 -1.599
C -0.676602 -0.346413 0.383756 0.46 -0.70 0.78 0.280
N -1.273068 1.023823 0.639918 1.07 0.89 -0.69 -0.254
C 0.560786 -0.301894 -0.559595 -0.21 0.90 0.57 -0.836
C 1.697266 0.634333 -0.068613 -0.76 -0.52 0.98 0.616
N 2.975563 0.333197 -0.369221 0.23 -0.10 -0.98 -0.420
O 1.410922 1.591570 0.636891 -0.47 0.39 -0.55 -0.620
H -2.656050 -1.200758 0.637849 0.27 0.05 0.17 0.443
H -2.219034 -1.036051 -1.023525 0.32 0.12 -0.11 0.419
H -1.533842 -2.324462 -0.061652 0.39 0.03 0.04 0.383
H -0.375237 -0.639292 1.390064 0.35 -0.21 -0.16 0.270
H -1.303943 1.281075 1.620735 -0.41 -0.40 0.37 0.339
H -0.580145 1.720394 0.310651 -0.03 -0.02 -0.20 0.357
H -2.178783 1.148247 0.197405 -0.12 0.10 -0.01 0.358
H 0.233354 0.142168 -1.506222 0.14 -0.36 -0.21 0.322
H 0.943477 -1.306345 -0.715322 -0.23 -0.13 -0.15 0.434
H 3.202837 -0.548316 -0.803609 -0.19 0.08 -0.18 0.235
H 3.570318 1.100171 -0.668322 0.04 -0.10 0.67 0.273
```
Forces are in eV/Å.

Values from the calculation:
* orbital gap: 11.16 eV
* charge: +1
* lowest unoccupied orbital energy: -3.19 eV
* multiplicity: 1
* E_tot: -9348.342 eV
* ΔE to the lowest compared entry with this formula, charge and spin: 49.7 kJ/mol
* structure (SMILES): C[C@H]([NH3+])CC(N)=O